Below is 2 unconnected molecules or ions with the total composition CH3ClFN in a non-equilibrium geometry, with properties calculated with ωB97M-V/def2-TZVPD.

Properties
- HOMO level (spin up / spin down): -10.11 / -8.78 eV
- Calculated total energy: -17810.3842 eV
- Energy relative to the best compared isomer or geometry (same formula, charge and spin): 85.6 kcal/mol
- Molar mass: 83.493 Da

Positions of all 7 atoms, in Å:
C  -0.27557  0.95960  -1.01506
N  0.44948  -1.18275  0.60746
F  0.90538  1.49378  -0.76123
Cl  -0.71863  -2.05957  1.38054
H  -1.15354  1.47442  -0.51817
H  -0.12206  -0.18551  -0.84729
H  0.91494  -0.49996  1.15374

=====

Below is 7 unconnected molecules or ions with the total composition C30H41BClF6N2O25P2, with properties calculated with ωB97M-V/def2-TZVPD.

Properties
- HOMO level: -3.71 eV
- Calculated total energy: -134029.1961 eV
- Molar mass: 1051.848 Da
- Total charge: -1

Positions of all 108 atoms, in Å:
C  2.05847  -0.94221  3.51598
C  1.57944  -1.98149  2.54683
O  0.49239  -2.48793  2.59216
O  2.48594  -2.32200  1.56969
C  2.85545  -1.28855  0.64055
O  3.52790  -0.38396  1.05024
C  2.41988  -1.59318  -0.72834
P  1.65867  -0.16961  -1.85027
N  3.12406  0.88319  -1.58689
Cl  0.85092  1.48293  -3.31877
C  0.08493  -1.25719  -2.23382
C  -0.67771  -1.86554  -1.05860
C  -2.04175  -1.23907  -0.68874
C  -2.84951  -0.61848  -1.82109
N  -2.88951  0.84212  -1.83764
C  -3.34887  1.55558  -2.90122
C  -3.31062  2.88258  -2.59339
C  -2.79647  2.98676  -1.28500
C  -2.54915  1.71477  -0.85461
B  0.89119  0.86755  -0.33664
O  0.92693  2.26468  -0.34404
O  0.38698  0.28463  0.81629
P  2.63387  -1.28543  -3.64055
O  4.10797  -0.63056  -3.99899
O  1.85687  -0.84117  -5.02871
H  1.56808  0.01030  3.32483
H  1.74074  -1.25002  4.51239
H  3.13263  -0.84446  3.50761
H  1.83024  -2.50083  -0.71085
H  3.33549  -1.87416  -1.26461
H  3.29094  1.45365  -2.40415
H  3.96112  0.37010  -1.34340
H  0.43114  -2.08610  -2.86603
H  -0.54170  -0.66503  -2.89749
H  -0.87522  -2.91904  -1.28040
H  -0.08995  -1.89977  -0.14233
H  -1.91636  -0.55855  0.14849
H  -2.65885  -2.04458  -0.28467
H  -3.88677  -0.94158  -1.70469
H  -2.54853  -0.98708  -2.79753
H  -3.69108  1.06135  -3.79357
H  -3.61707  3.69191  -3.23381
H  -2.62745  3.87977  -0.70880
H  -2.15490  1.43777  0.10421
H  1.79368  2.52983  -0.02020
H  0.60906  0.82940  1.57918
H  4.01912  0.03889  -4.69052
H  0.91174  -0.73763  -4.86881
C  5.00899  1.53472  3.48688
C  6.47536  1.74072  3.78562
O  6.53195  1.52331  5.18836
C  5.51299  0.66180  5.51092
O  5.43207  0.08320  6.53949
O  4.64045  0.57957  4.48997
F  6.87413  3.00481  3.50595
H  4.44477  2.45557  3.63229
H  4.81312  1.13329  2.49460
H  7.14620  1.03855  3.28765
C  9.01774  2.57898  6.91104
C  9.99596  1.60039  7.52356
O  11.10883  1.70288  6.65364
C  11.09782  2.95476  6.10927
O  12.01130  3.44723  5.54065
O  9.90325  3.54586  6.32454
F  9.53518  0.32809  7.51198
H  8.41575  2.11432  6.13448
H  8.36214  3.04996  7.63762
H  10.31497  1.84670  8.53811
C  -5.70799  -5.14925  -0.82862
C  -4.53862  -6.09389  -1.01059
O  -3.83589  -5.49375  -2.07907
C  -4.09634  -4.15274  -2.04594
O  -3.48913  -3.33285  -2.64267
O  -5.14623  -3.90212  -1.23287
F  -4.93480  -7.33934  -1.37712
H  -6.53322  -5.40840  -1.49399
H  -6.06794  -5.09130  0.19461
H  -3.87805  -6.17634  -0.14617
C  4.29340  6.04685  1.05494
C  5.75007  6.36883  1.31999
O  5.83933  6.23072  2.72629
C  4.88739  5.33918  3.11614
O  4.84845  4.80166  4.16885
O  4.00088  5.13278  2.11537
F  6.06979  7.63871  0.97268
H  3.67169  6.93699  1.15794
H  4.11400  5.58417  0.08912
H  6.45960  5.68645  0.84969
C  -6.58672  -1.96031  -6.03610
C  -5.31051  -1.75626  -5.24135
O  -5.77974  -1.86497  -3.90862
C  -6.87153  -2.65695  -3.91310
O  -7.34482  -3.14999  -2.94068
O  -7.34264  -2.81742  -5.16933
F  -4.78151  -0.53089  -5.43788
H  -7.11771  -1.01689  -6.16713
H  -6.43152  -2.43280  -7.00122
H  -4.53641  -2.50756  -5.40544
C  -10.37633  -2.44840  -2.08594
C  -10.47791  -0.95954  -2.33175
O  -11.84377  -0.70139  -2.06019
C  -12.27496  -1.63668  -1.16529
O  -13.28228  -1.56495  -0.54930
O  -11.38141  -2.64815  -1.08230
F  -10.20850  -0.62917  -3.61958
H  -10.63725  -3.01491  -2.98050
H  -9.39956  -2.76042  -1.73274
H  -9.85867  -0.34595  -1.67607

=====

Below is 2 unconnected molecules or ions with the total composition C5H15NO in a non-equilibrium geometry, with properties calculated with ωB97M-V/def2-TZVPD.

Properties
- HOMO level: -8.46 eV
- Calculated total energy: -8964.8731 eV
- Energy relative to the best compared isomer or geometry (same formula, charge and spin): 34.3 kcal/mol
- Molar mass: 105.181 Da

Positions of all 22 atoms, in Å:
C  -0.08283  -0.24692  2.83727
C  0.11063  -0.53899  1.34853
C  -0.33064  0.74535  0.54242
C  0.69005  1.87831  0.50990
C  -0.74475  0.30686  -0.89856
N  -1.64025  1.24955  -1.53499
H  0.29876  -1.13483  3.30866
H  0.49894  0.63113  3.20910
H  -1.09475  0.07106  3.08650
H  1.20385  -0.52084  1.16258
H  -0.36823  -1.51603  1.09453
H  -1.28347  1.04341  0.99582
H  1.26936  1.95249  1.45857
H  1.46297  1.72153  -0.25570
H  0.33106  2.90208  0.24555
H  0.21623  0.48552  -1.39144
H  -1.05816  -0.72880  -1.05021
H  -2.63612  1.28474  -1.50451
H  -1.32451  2.17665  -1.67677
O  1.28037  -4.16336  -4.05140
H  1.46830  -4.22401  -3.06485
H  1.73320  -3.37489  -4.37098

=====

Below is 3 unconnected molecules or ions with the total composition C6H14N3O3 in a non-equilibrium geometry, with properties calculated with ωB97M-V/def2-TZVPD.

Properties
- HOMO level (spin up / spin down): -12.43 / -12.43 eV
- Calculated total energy: -17051.7781 eV
- Energy relative to the best compared isomer or geometry (same formula, charge and spin): 86.5 kcal/mol
- Molar mass: 176.196 Da
- Total charge: +1

Positions of all 26 atoms, in Å:
C  0.07047  -0.16733  3.14110
C  -1.73678  -2.51603  -0.41784
C  -1.31681  -3.54581  0.53432
C  1.25049  2.35905  -2.28072
C  1.22588  0.96285  -1.64306
C  -0.97144  1.67454  2.12453
N  -0.17593  1.24356  3.07716
N  0.11532  1.87309  0.12447
N  0.42150  0.87927  -0.39160
O  0.08554  -0.85364  2.16856
O  -3.00200  -2.69384  -0.79184
O  -1.16322  -1.46731  -0.66655
H  0.26699  -0.61345  4.19375
H  -2.11835  -3.99836  1.02270
H  -0.44637  -3.11952  0.98427
H  -0.89426  -4.34503  -0.11117
H  1.90278  3.07844  -1.71918
H  1.38487  2.35030  -3.36724
H  0.25430  2.73276  -2.26562
H  2.25480  0.50567  -1.46429
H  0.56726  0.29305  -2.37678
H  -0.92587  2.77682  1.99245
H  -1.67943  1.03144  1.83686
H  0.48515  1.89057  3.46772
H  -3.03463  -2.16988  -1.64066
H  0.13183  -0.12779  -0.25077

=====

> Which value of molar mass does entry 1 give?

83.493 Da

=====

> Among the records above, which one has the highest calculated total energy?

C5H15NO